Entry 1:
Here is a molecular structure, C29H43FeNO3S2Se2SiTe2 at a distorted geometry from the OMol25 dataset. Energies are from ωB97M-V with the def2-TZVPD basis set.

Results
Orbital gap (spin up / spin down) (eV): 4.31 / 5.19
⟨S²⟩: 8.8590

Structure (ORCA input):
```
! wB97M-V def2-TZVPD RIJCOSX def2/J DEFGRID3
* xyz -1 6
Fe 10.183 11.543 11.173
C 10.763 6.595 11.508
C 9.344 7.106 11.600
C 8.352 6.003 11.223
C 9.061 7.614 13.007
O 9.220 8.266 10.685
Si 9.066 8.912 9.175
S 8.918 11.067 9.367
O 10.435 8.805 8.305
C 11.453 9.630 7.576
C 12.155 10.576 8.507
C 10.803 10.405 6.443
C 12.385 8.501 7.080
O 7.710 8.351 8.508
C 7.202 7.607 7.343
C 5.940 6.956 7.841
C 6.878 8.610 6.257
C 8.290 6.651 6.874
H 10.823 5.761 12.243
H 11.496 7.364 11.762
H 10.961 6.190 10.511
H 8.508 5.151 11.890
H 8.545 5.646 10.215
H 7.305 6.321 11.329
H 9.182 6.775 13.680
H 8.026 7.960 13.034
H 9.733 8.411 13.305
H 11.523 11.459 8.721
H 13.093 10.901 8.060
H 12.405 10.096 9.464
H 10.205 11.212 6.902
H 10.243 9.776 5.762
H 11.613 10.878 5.887
H 12.672 7.903 7.935
H 13.255 8.919 6.586
H 11.855 7.897 6.336
H 5.294 7.738 8.263
H 6.187 6.243 8.627
H 5.445 6.445 7.006
H 6.074 9.263 6.599
H 6.575 8.061 5.361
H 7.755 9.219 6.015
H 8.531 5.930 7.651
H 9.209 7.217 6.631
H 7.964 6.122 5.983
Se 7.156 11.344 12.159
Te 5.505 11.085 13.933
Te 8.351 10.905 16.126
Se 9.416 11.607 13.955
C 12.480 7.835 16.280
C 13.303 7.369 15.057
C 14.698 6.941 15.591
C 12.664 6.108 14.426
C 13.467 8.536 14.050
C 14.747 8.795 13.578
C 15.031 9.858 12.729
C 13.994 10.609 12.214
S 14.143 12.108 11.321
C 12.409 12.348 11.303
N 11.813 11.305 11.988
C 12.670 10.325 12.566
C 12.434 9.291 13.506
C 11.574 13.552 10.959
C 12.120 14.746 10.448
C 11.280 15.818 10.226
C 9.882 15.690 10.388
C 9.363 14.504 10.821
C 10.187 13.417 11.063
H 12.470 7.032 17.006
H 11.459 8.121 16.031
H 12.945 8.720 16.741
H 14.597 6.240 16.428
H 15.271 7.800 15.974
H 15.250 6.475 14.772
H 12.770 5.283 15.128
H 13.176 5.859 13.483
H 11.601 6.292 14.189
H 15.546 8.143 13.931
H 16.053 10.142 12.491
H 11.404 9.147 13.852
H 13.183 14.808 10.258
H 11.739 16.771 9.930
H 9.261 16.540 10.148
H 8.294 14.372 11.007
*
```


Entry 2:
Here is 4 unconnected molecules or ions with the total composition C29H44BBrF5N5O9P2 at a distorted geometry from the OMol25 dataset. Energies are from ωB97M-V with the def2-TZVPD basis set.

Results
Orbital gap (eV): 7.07
SMILES: CCB(O)C1=CC(=O)c2c(CCCC(F)(F)C(F)(F)F)c(P(=N)(O)O)c(P(O)Br)c(N=C(C)C)c2C1=O.CNC(C)=O.CNC(C)=O.CNC(C)=O

Structure (ORCA input):
```
! wB97M-V def2-TZVPD RIJCOSX def2/J DEFGRID3
* xyz 0 1
C 6.869 1.321 0.992
C 5.473 1.968 1.131
B 4.984 2.625 -0.211
O 5.622 3.702 -0.736
C 3.740 2.004 -0.942
C 3.817 1.172 -1.981
C 2.589 0.647 -2.579
O 2.507 0.533 -3.775
C 1.477 0.360 -1.618
C 0.592 -0.728 -1.764
C 0.797 -1.654 -2.951
C 2.111 -2.435 -2.912
C 2.322 -3.315 -1.684
C 3.720 -3.889 -1.617
F 3.714 -5.139 -1.097
F 4.293 -3.987 -2.847
C 4.698 -3.053 -0.777
F 4.874 -1.849 -1.329
F 4.249 -2.884 0.465
F 5.891 -3.642 -0.703
C -0.445 -0.891 -0.806
P -1.567 -2.309 -1.048
N -2.369 -2.829 0.172
O -0.571 -3.485 -1.473
O -2.307 -1.900 -2.367
C -0.607 0.055 0.244
P -1.933 0.256 1.573
O -1.809 -1.071 2.521
Br -3.910 0.083 0.518
C 0.323 1.096 0.377
N 0.249 2.067 1.388
C 1.136 2.078 2.298
C 1.382 3.339 3.024
C 1.990 0.919 2.705
C 1.369 1.239 -0.556
C 2.381 2.335 -0.461
O 2.146 3.439 -0.058
H 6.904 0.358 1.480
H 7.656 1.946 1.395
H 7.122 1.131 -0.049
H 5.470 2.697 1.937
H 4.784 1.193 1.444
H 6.544 3.728 -0.458
H 4.757 0.881 -2.422
H 0.849 -1.025 -3.829
H -0.044 -2.295 -3.124
H 2.125 -3.087 -3.778
H 2.964 -1.783 -3.028
H 1.666 -4.170 -1.714
H 2.145 -2.766 -0.765
H -3.368 -2.783 0.043
H -0.819 -4.222 -0.899
H -3.287 -2.037 -2.307
H -0.888 -1.109 2.809
H 2.432 3.558 2.828
H 0.799 4.145 2.604
H 1.269 3.238 4.098
H 2.879 1.291 3.202
H 1.465 0.320 3.442
H 2.322 0.299 1.879
C -3.770 2.511 5.757
N -2.382 2.359 5.371
C -1.434 1.571 5.932
C -1.822 0.750 7.138
O -0.307 1.544 5.459
H -4.423 2.228 4.931
H -3.981 3.549 6.018
H -3.999 1.884 6.612
H -2.042 2.883 4.578
H -0.953 0.184 7.458
H -2.147 1.393 7.957
H -2.625 0.056 6.890
C -0.688 4.028 -3.956
N -0.933 3.123 -2.851
C -1.739 3.305 -1.771
C -2.498 4.607 -1.677
O -1.830 2.440 -0.917
H -0.979 3.563 -4.900
H 0.372 4.282 -4.012
H -1.257 4.943 -3.831
H -0.458 2.232 -2.852
H -3.085 4.590 -0.764
H -1.811 5.454 -1.641
H -3.169 4.728 -2.528
C -7.691 -5.113 -3.058
N -6.965 -3.859 -2.982
C -5.867 -3.572 -2.252
C -5.294 -4.674 -1.393
O -5.377 -2.446 -2.308
H -7.696 -5.486 -4.083
H -8.724 -4.971 -2.739
H -7.231 -5.859 -2.420
H -7.297 -3.083 -3.534
H -4.419 -4.300 -0.871
H -6.025 -5.007 -0.656
H -4.996 -5.524 -2.009
*
```


Entry 3:
Here is 4 unconnected molecules or ions with the total composition C29H44ClF3N2O5S at a distorted geometry from the OMol25 dataset. Energies are from ωB97M-V with the def2-TZVPD basis set.

Results
Orbital gap (eV): 7.17
SMILES: CCCc1c(C[C@H](C)Cl)c(CCC(F)(F)F)c(CC(=O)O)c2nsnc12.C1CCOC1.C1CCOC1.C1CCOC1

Structure (ORCA input):
```
! wB97M-V def2-TZVPD RIJCOSX def2/J DEFGRID3
* xyz 0 1
C 2.971 4.041 -1.234
C 2.690 2.501 -0.858
C 2.077 1.638 -2.107
C 0.832 0.758 -1.624
C 0.913 -0.434 -0.618
C 2.376 -0.850 -0.049
C 3.414 -1.218 -1.254
C 3.888 -2.778 -1.142
Cl 4.996 -0.235 -1.126
C -0.417 -1.206 -0.176
C -0.326 -2.395 0.888
C 0.225 -1.967 2.334
C -0.782 -1.058 3.188
F -1.250 0.099 2.507
F -1.875 -1.778 3.755
F -0.021 -0.561 4.318
C -1.833 -0.843 -0.755
C -3.161 -1.635 -0.356
C -4.521 -0.786 -0.459
O -5.537 -1.341 -0.993
O -4.584 0.561 -0.014
C -1.864 0.330 -1.792
N -2.950 0.902 -2.543
S -2.479 2.210 -3.520
N -0.804 2.219 -3.159
C -0.581 1.146 -2.222
H 2.622 4.675 -0.339
H 4.078 4.248 -1.437
H 2.316 4.365 -2.122
H 1.872 2.457 -0.043
H 3.636 2.035 -0.418
H 2.899 1.021 -2.642
H 1.716 2.436 -2.862
H 2.265 -1.838 0.548
H 2.806 -0.085 0.681
H 2.923 -1.059 -2.279
H 4.812 -2.984 -1.788
H 2.989 -3.392 -1.504
H 4.093 -2.938 -0.013
H -1.306 -2.963 1.049
H 0.421 -3.176 0.466
H 0.387 -2.947 2.931
H 1.233 -1.432 2.333
H -3.271 -2.521 -1.091
H -3.135 -2.074 0.717
H -3.769 0.709 0.534
C 1.753 -2.848 7.106
C 3.229 -2.573 6.918
C 3.527 -3.315 5.630
O 2.324 -3.291 4.849
C 1.245 -2.832 5.679
H 1.249 -2.122 7.746
H 1.614 -3.843 7.542
H 3.391 -1.499 6.777
H 3.848 -2.905 7.754
H 3.779 -4.363 5.824
H 4.342 -2.860 5.063
H 0.988 -1.818 5.361
H 0.373 -3.474 5.536
C -4.610 -4.946 -5.163
C -5.702 -4.495 -4.216
C -5.002 -4.566 -2.874
O -3.621 -4.299 -3.115
C -3.374 -4.340 -4.525
H -4.760 -4.621 -6.194
H -4.538 -6.039 -5.156
H -5.981 -3.460 -4.438
H -6.604 -5.108 -4.259
H -5.081 -5.568 -2.438
H -5.392 -3.843 -2.154
H -3.215 -3.313 -4.870
H -2.469 -4.919 -4.724
C -0.469 8.062 -0.922
C 0.537 8.901 -0.168
C 1.796 8.067 -0.288
O 1.710 7.359 -1.532
C 0.375 7.489 -2.042
H -1.330 8.627 -1.284
H -0.835 7.254 -0.279
H 0.675 9.861 -0.677
H 0.255 9.102 0.867
H 1.860 7.325 0.516
H 2.705 8.674 -0.274
H 0.410 8.169 -2.901
H 0.016 6.515 -2.384
*
```


Entry 4:
Here is 2 unconnected molecules or ions with the total composition C29H44F2N4O7P at a distorted geometry from the OMol25 dataset. Energies are from ωB97M-V with the def2-TZVPD basis set.

Results
Orbital gap (eV): 2.42

Structure (ORCA input):
```
! wB97M-V def2-TZVPD RIJCOSX def2/J DEFGRID3
* xyz 1 1
C 1.581 0.588 4.008
C 1.848 1.102 2.470
O 2.616 2.353 2.362
C 1.785 3.543 2.596
C 1.202 4.268 1.248
C 0.528 3.261 0.144
C -1.065 2.810 0.381
C -1.858 1.760 -0.653
C -1.031 1.192 -1.991
P -2.009 -0.002 -3.132
N -1.564 -1.667 -2.550
O -1.542 0.135 -4.803
C 0.530 1.684 -2.240
C 1.288 1.126 -3.623
C 0.947 2.175 -4.836
C 2.094 3.311 -5.119
N 1.584 4.262 -6.215
C 1.357 2.695 -1.194
C 2.935 3.140 -1.523
C 4.031 2.443 -0.524
F 3.019 4.649 -1.520
C -3.420 1.339 -0.297
O -3.952 0.125 -0.451
C -4.341 2.572 0.359
F -5.808 2.717 0.051
C -3.616 3.510 1.308
C -4.390 4.748 2.071
O -4.643 5.805 1.079
N -3.423 6.358 0.859
O -3.460 6.650 -0.348
C -1.985 3.360 1.645
O -1.531 3.677 2.858
H 1.994 1.328 4.837
H 0.397 0.595 4.156
H 1.962 -0.516 4.209
H 0.827 1.101 1.896
H 2.515 0.258 1.953
H 0.985 3.255 3.399
H 2.497 4.344 3.123
H 2.051 4.966 0.830
H 0.330 5.003 1.601
H -1.465 -2.326 -3.353
H -0.716 -1.631 -1.944
H -1.140 -0.727 -5.150
H 2.459 0.983 -3.458
H 0.884 0.026 -3.848
H -0.034 2.764 -4.512
H 0.734 1.606 -5.861
H 3.155 2.856 -5.367
H 2.265 4.014 -4.170
H 1.452 3.682 -7.072
H 0.668 4.656 -5.862
H 3.258 2.833 -2.630
H 4.233 3.211 0.366
H 3.563 1.481 -0.049
H 5.002 2.249 -1.162
H -5.381 4.324 2.578
H -3.733 5.159 2.962
C -0.718 -3.321 2.801
C -0.891 -3.732 1.312
C -2.016 -4.797 1.180
C -1.601 -6.195 1.627
C -0.306 -6.625 0.949
C 0.842 -5.602 1.135
N 0.430 -4.204 0.774
O 0.373 -4.126 -0.629
C 1.346 -5.651 2.602
C 2.082 -6.089 0.315
C -1.398 -2.422 0.620
H 0.287 -2.928 2.994
H -1.417 -2.526 3.090
H -0.911 -4.142 3.495
H -2.345 -4.858 0.133
H -2.895 -4.486 1.757
H -1.495 -6.233 2.716
H -2.397 -6.907 1.376
H -0.006 -7.607 1.342
H -0.505 -6.778 -0.121
H 2.100 -4.877 2.787
H 1.813 -6.618 2.825
H 0.557 -5.538 3.343
H 1.858 -6.229 -0.748
H 2.438 -7.060 0.680
H 2.915 -5.381 0.401
H -0.640 -1.630 0.667
H -2.303 -2.044 1.111
H -1.669 -2.578 -0.430
*
```


Entry 5:
Here is a molecular structure, C29H44HgN4O3P3 at a distorted geometry from the OMol25 dataset. Energies are from ωB97M-V with the def2-TZVPD basis set.

Results
Orbital gap (spin up / spin down) (eV): 7.14 / 6.69
⟨S²⟩: 0.7979

Structure (ORCA input):
```
! wB97M-V def2-TZVPD RIJCOSX def2/J DEFGRID3
* xyz 0 2
Hg 12.781 -13.968 0.830
C 16.862 -9.807 -0.861
N 16.656 -11.030 -1.617
C 17.634 -11.316 -2.666
P 15.630 -12.233 -1.113
O 14.577 -11.755 -0.186
O 15.124 -12.715 -2.590
P 13.849 -13.648 -3.029
O 13.539 -14.673 -1.978
N 14.451 -14.321 -4.410
C 15.086 -13.489 -5.421
C 14.570 -15.782 -4.578
N 12.739 -12.530 -3.509
C 12.381 -11.413 -2.654
C 11.753 -12.784 -4.537
N 16.404 -13.549 -0.467
C 17.011 -14.631 -1.239
C 16.542 -13.722 0.976
H 16.772 -8.951 -1.546
H 17.885 -9.811 -0.439
H 16.122 -9.732 -0.062
H 17.481 -10.654 -3.520
H 17.542 -12.345 -3.033
H 18.646 -11.159 -2.290
H 14.858 -12.430 -5.260
H 14.757 -13.737 -6.454
H 16.169 -13.644 -5.401
H 13.986 -16.284 -3.818
H 15.587 -16.119 -4.505
H 14.191 -16.074 -5.551
H 13.163 -11.212 -1.924
H 11.436 -11.616 -2.122
H 12.208 -10.525 -3.253
H 12.115 -13.548 -5.235
H 11.592 -11.870 -5.123
H 10.797 -13.123 -4.154
H 16.662 -14.682 -2.280
H 16.750 -15.586 -0.745
H 18.110 -14.582 -1.204
H 15.889 -13.036 1.486
H 17.587 -13.586 1.298
H 16.275 -14.751 1.211
C 10.886 -19.843 3.717
C 12.169 -19.295 4.259
C 12.961 -20.118 5.060
C 14.124 -19.638 5.662
C 14.553 -18.347 5.452
C 13.783 -17.531 4.613
C 12.610 -17.959 4.001
P 11.801 -16.663 2.985
C 11.305 -17.670 1.543
C 9.920 -17.840 1.322
C 9.424 -18.538 0.217
C 10.327 -19.087 -0.705
C 11.693 -18.823 -0.576
C 12.200 -18.155 0.538
C 13.693 -17.890 0.636
C 10.354 -16.157 3.981
C 10.168 -16.606 5.274
C 9.191 -16.088 6.145
C 8.348 -15.070 5.733
C 8.448 -14.611 4.427
C 9.419 -15.129 3.517
C 9.440 -14.659 2.232
H 10.557 -20.717 4.289
H 10.977 -20.186 2.672
H 10.107 -19.071 3.718
H 12.653 -21.154 5.245
H 14.674 -20.344 6.282
H 15.476 -17.963 5.897
H 14.091 -16.529 4.338
H 9.214 -17.405 2.057
H 8.359 -18.694 0.108
H 9.984 -19.699 -1.553
H 12.343 -19.131 -1.405
H 14.253 -18.355 -0.157
H 14.074 -18.288 1.589
H 13.879 -16.810 0.597
H 10.830 -17.413 5.621
H 9.099 -16.548 7.131
H 7.612 -14.598 6.386
H 7.746 -13.873 4.033
H 8.762 -13.871 1.936
H 10.088 -15.073 1.467
*
```


We obtain DFT total energy values of -9099.9638, -5863.4965, -2774.8302, -2417.0462, -2753.7966 Eh for the records listed above, in that order.